{"formula": "C18H32IN4O", "method": "the ωB97M-V functional and the def2-TZVPD basis", "elements": ["O", "C", "I", "C", "N", "C", "C", "C", "C", "H", "H", "H", "H", "H", "H", "H", "H", "H", "H", "H", "C", "C", "C", "C", "N", "H", "H", "H", "H", "H", "H", "H", "C", "C", "C", "C", "N", "H", "H", "H", "H", "H", "H", "H", "C", "C", "C", "C", "N", "H", "H", "H", "H", "H", "H", "H"], "positions_angstrom": [[-5.2665, -0.7295, 0.0866], [-4.6373, -1.6097, -0.3892], [-3.6409, -1.3978, -2.2411], [-4.5458, -2.9676, 0.3104], [-3.4645, -3.0780, 1.3488], [-2.0052, -3.0513, 0.8435], [-1.3378, -1.8847, 1.5877], [-2.5064, -1.0092, 2.0341], [-3.5319, -2.0482, 2.4608], [-5.4976, -3.0857, 0.8398], [-4.4076, -3.7862, -0.3991], [-3.6292, -3.9992, 1.7553], [-2.0036, -2.9507, -0.2426], [-1.5692, -4.0046, 1.1512], [-0.6238, -1.3562, 0.9578], [-0.8564, -2.2955, 2.4814], [-2.8903, -0.4086, 1.2021], [-2.2605, -0.3177, 2.8435], [-3.1558, -2.5628, 3.3523], [-4.5534, -1.7003, 2.6164], [0.8224, 2.5545, -3.7178], [-0.6927, 2.4028, -3.7032], [-1.2453, 2.0993, -2.3039], [-0.7181, 0.8402, -1.7765], [-0.3017, -0.1655, -1.3992], [1.3209, 1.6367, -3.4038], [1.1757, 2.7924, -4.7198], [1.1519, 3.3539, -3.0541], [-1.0003, 1.6070, -4.3852], [-1.1662, 3.3203, -4.0556], [-2.3347, 2.0221, -2.3198], [-0.9791, 2.8952, -1.6052], [1.5236, -5.0586, 2.1536], [2.5272, -4.5484, 3.1782], [2.2834, -5.1803, 4.5554], [0.9217, -4.8616, 4.9948], [-0.1362, -4.5497, 5.3238], [0.5068, -4.8389, 2.4883], [1.6711, -4.5777, 1.1858], [1.6044, -6.1370, 2.0097], [2.4340, -3.4652, 3.2773], [3.5477, -4.7515, 2.8536], [2.9853, -4.8050, 5.3001], [2.3894, -6.2657, 4.5125], [2.8179, 7.3488, -3.0540], [3.4604, 6.9866, -1.7213], [4.6459, 6.0263, -1.8738], [4.2446, 4.7573, -2.4836], [3.9107, 3.7725, -2.9763], [2.4131, 6.4656, -3.5511], [2.0013, 8.0556, -2.9092], [3.5431, 7.8092, -3.7272], [2.7190, 6.5349, -1.0589], [3.8205, 7.8887, -1.2247], [5.0972, 5.8075, -0.9052], [5.4189, 6.4713, -2.5033]], "forces_ev_per_angstrom": [[-0.2, 0.3, 0.2], [0.2, -0.1, 0.0], [0.0, -0.1, -0.1], [-0.1, -0.3, 0.0], [-0.1, -0.1, -0.1], [0.1, -0.1, 0.2], [-0.2, -0.1, 0.1], [-0.2, 0.2, -0.2], [0.3, 0.1, 0.2], [0.2, -0.1, -0.1], [0.0, 0.2, 0.0], [0.1, 0.1, 0.1], [-0.1, 0.0, 0.2], [-0.1, 0.1, -0.3], [0.0, -0.1, 0.0], [0.2, 0.2, -0.2], [0.1, 0.0, 0.1], [0.0, -0.2, -0.1], [-0.3, 0.1, -0.1], [0.1, -0.1, -0.1], [-0.1, 0.0, 0.0], [0.1, 0.0, 0.0], [0.0, 0.0, 0.0], [0.2, -0.3, 0.1], [-0.2, 0.3, 0.0], [0.0, 0.0, 0.0], [0.0, 0.0, 0.0], [0.0, 0.0, 0.0], [0.0, 0.0, 0.0], [0.0, 0.0, 0.0], [0.0, 0.0, 0.0], [0.0, 0.0, 0.0], [0.0, 0.1, -0.2], [-0.1, 0.0, 0.0], [-0.1, 0.0, -0.1], [-0.2, 0.2, 0.4], [0.2, -0.1, -0.3], [0.0, 0.0, 0.0], [0.0, 0.0, 0.0], [0.0, 0.0, 0.0], [0.0, 0.0, 0.0], [0.0, -0.1, 0.1], [0.0, 0.0, 0.0], [0.0, 0.0, 0.0], [0.0, 0.0, 0.0], [0.0, 0.0, 0.0], [0.0, 0.0, 0.0], [-0.1, -0.3, -0.2], [0.1, 0.3, 0.2], [0.0, 0.0, 0.0], [0.0, 0.0, 0.0], [0.0, 0.0, 0.0], [0.0, 0.0, 0.0], [0.0, 0.0, 0.0], [0.0, 0.0, 0.0], [0.0, 0.0, 0.0]], "orbital_gap_ev": 9.7, "charge": 1, "e_tot_ha": -1296.76180}